# 1
# C24H48N3O7ReSi4Te

C24H48N3O7ReSi4Te as an isolated structure (ωB97M-V with the def2-TZVPD basis set, the OMol25 dataset).

Geometry (Å):
H  -1.741  3.937  2.252
H  -3.133  -1.996  4.120
O  3.242  -2.585  0.786
C  2.734  -6.292  2.800
C  -1.239  -2.642  -0.146
H  -2.897  -0.901  -1.008
C  -4.928  2.524  -0.456
C  -2.425  -2.355  2.118
Si  -1.805  2.633  -3.534
H  2.535  -6.598  3.825
Si  -0.874  4.434  -0.016
N  -0.399  -1.252  1.498
H  -1.170  -0.562  4.706
H  -4.266  -0.239  -1.894
H  -2.114  0.851  -5.179
C  -0.170  3.250  -4.135
H  5.249  1.262  -2.440
C  -2.281  0.929  -4.099
C  0.939  -0.025  2.919
H  -3.327  4.104  -4.707
H  -3.243  -3.021  1.870
H  -0.225  4.833  2.307
H  4.968  -0.033  -3.619
H  0.645  5.175  -1.815
H  6.581  -1.814  -2.393
H  -0.396  -5.082  2.353
H  3.865  -4.545  0.962
H  3.622  0.572  -2.630
H  1.207  5.715  -0.237
H  2.054  0.973  4.074
H  7.039  -0.226  -1.763
H  -1.694  0.149  -3.617
H  3.712  -5.823  2.772
C  -2.364  -1.790  3.390
H  -1.964  6.604  0.058
H  6.672  -1.531  -0.642
H  -3.340  0.735  -3.920
O  2.872  -0.776  -0.918
Te  0.475  0.876  -1.304
C  -3.825  -0.336  -0.901
H  2.746  -7.181  2.170
H  -2.338  5.806  -1.462
H  -3.183  5.336  0.020
O  -0.224  -2.291  -0.786
O  -2.071  -3.437  -0.744
H  -4.718  3.519  -0.062
C  1.889  -4.225  1.759
H  0.123  -6.722  1.907
C  4.081  -1.153  -0.843
H  5.183  -1.858  0.875
O  1.750  0.007  1.958
C  4.448  -2.226  0.153
Si  -3.551  1.333  -0.113
H  -0.205  3.096  1.973
Si  -1.543  2.274  -0.980
H  0.074  4.221  -3.705
C  0.313  -5.874  2.565
H  -4.525  -0.922  -0.298
H  -4.029  0.616  2.213
C  -0.314  -0.740  2.755
H  -2.919  4.810  -3.151
C  -2.221  5.640  -0.394
H  0.644  2.557  -3.922
H  -3.208  2.169  2.193
H  1.463  4.039  -0.732
H  -0.217  3.377  -5.222
H  -5.146  2.614  -1.519
O  0.978  -3.468  1.368
H  -2.825  -3.704  -0.197
N  5.003  -0.648  -1.619
H  3.833  -3.621  2.481
H  -2.283  0.689  1.928
C  4.683  0.354  -2.642
H  -5.841  2.167  0.030
H  0.199  -6.198  3.598
N  1.674  -5.380  2.363
C  -3.165  3.875  -3.647
H  -4.107  3.500  -3.252
H  4.878  -3.083  -0.376
C  3.321  -3.785  1.529
Re  1.117  -1.094  0.272
C  0.760  4.873  -0.773
C  6.403  -1.091  -1.597
C  -1.281  -0.986  3.716
C  -1.433  -2.086  1.198
C  -0.755  4.024  1.795
C  -3.232  1.185  1.723
O  1.174  0.556  4.056

The spin multiplicity is 2. The value obtained for the HOMO energy (alpha / beta) is -15.1 / -14.8 eV. For the relative energy (zero: lowest compared OMol25 entry of this formula, charge and spin), the calculation gives 13.1 kcal per mole. As for the molar mass: 916.8 g/mol. Its charge is +3.


# 2
# C9H10BrN3

A 2-piece molecular cluster, C9H10BrN3 overall (ωB97M-V with the def2-TZVPD basis set, the OMol25 dataset).

Geometry (Å):
C  3.408  -0.467  -0.694
C  -1.989  -2.361  -0.792
H  -2.164  -3.172  -1.388
H  -0.004  1.328  2.163
H  2.130  0.880  -1.941
C  -0.800  -1.682  -0.767
C  2.401  0.321  -1.080
C  -3.069  -1.547  -0.157
H  0.817  2.817  2.195
N  2.513  0.228  1.206
H  0.061  -2.056  -1.206
N  1.846  0.774  0.109
C  -2.304  -0.200  0.047
H  4.065  -1.065  -1.228
H  -3.685  -1.770  0.704
C  0.326  2.144  1.511
H  0.641  2.246  -0.641
Br  -3.358  1.227  0.875
C  0.934  1.730  0.211
C  -1.029  -0.397  -0.222
H  -3.767  -1.360  -0.853
H  -0.488  2.818  1.237
N  3.515  -0.439  0.712

The spin multiplicity is 1. The value obtained for the HOMO energy is -7.3 eV. For the relative energy (zero: lowest compared OMol25 entry of this formula, charge and spin), the calculation gives 118.8 kcal per mole. As for the molar mass: 240.1 g/mol.


# 3
# C14H21N2O2

An isolated ion of composition C14H21N2O2 and charge -1 (ωB97M-V with the def2-TZVPD basis set, the OMol25 dataset).

Geometry (Å):
H  1.747  0.678  -1.030
O  -1.054  -0.985  1.460
C  4.416  0.329  -0.335
H  -4.683  1.252  -2.414
H  -3.063  1.254  2.005
C  3.540  1.573  -0.022
H  4.986  0.497  -1.256
C  -3.849  0.019  0.614
C  -0.840  1.199  0.514
H  2.262  2.236  -1.707
C  3.674  -1.010  -0.359
H  2.616  -0.941  -0.094
C  3.829  -3.206  0.345
H  3.835  -1.477  -1.342
H  0.528  1.976  1.993
H  -6.104  -0.802  -2.421
C  -4.723  0.564  -1.578
C  -1.579  0.090  1.264
H  5.162  0.253  0.468
H  2.773  -3.233  0.050
H  -1.405  2.136  0.591
C  2.172  1.673  -0.765
H  -3.300  1.727  -0.514
H  -4.662  -1.757  1.472
C  -3.920  0.834  -0.493
C  -5.472  -1.387  -0.451
O  4.287  -1.895  0.613
H  1.155  0.530  1.078
H  3.980  -3.852  1.214
C  0.616  1.493  1.001
H  -0.818  0.939  -0.549
C  -5.491  -0.575  -1.553
H  3.345  1.699  1.045
H  4.116  2.460  -0.321
N  -2.978  0.278  1.732
H  4.430  -3.607  -0.490
C  -4.660  -1.088  0.617
N  1.221  2.407  0.064
H  -6.090  -2.278  -0.445

The spin multiplicity is 1. The value obtained for the HOMO energy is -1.6 eV. For the relative energy (zero: lowest compared OMol25 entry of this formula, charge and spin), the calculation gives 19.6 kcal per mole. As for the molar mass: 249.3 g/mol. Its charge is -1.


# 4
# C23H31F2NO11S

A 4-piece molecular cluster, C23H31F2NO11S overall (ωB97M-V with the def2-TZVPD basis set, the OMol25 dataset).

Geometry (Å):
H  -6.894  0.790  2.556
C  2.724  1.457  0.391
O  3.636  -0.574  -0.379
H  0.057  -3.606  1.543
O  -4.670  1.392  3.949
C  2.538  -2.917  1.202
C  -5.957  1.991  4.087
O  -0.460  1.895  -0.951
C  -6.743  1.847  2.793
H  4.140  -3.155  -3.890
O  -3.305  -0.647  2.569
C  2.071  4.409  -4.128
C  1.366  -2.032  0.944
C  0.109  -2.588  1.184
H  1.340  -5.629  -3.273
C  4.278  -3.356  2.736
H  2.923  2.484  -4.612
C  -1.072  -1.877  0.999
O  2.544  -4.064  0.850
H  -5.775  3.048  4.287
C  1.582  2.106  0.223
O  1.550  -3.457  -1.743
H  1.175  2.567  -4.814
H  3.022  4.932  -4.231
H  0.930  6.236  -3.975
N  3.634  -2.394  1.905
H  1.037  5.595  -5.623
H  -7.720  2.327  2.866
H  -6.123  1.485  6.180
H  1.106  3.643  -2.615
O  -3.213  -2.661  3.541
C  3.604  -3.026  -2.949
O  2.741  4.450  0.322
H  -6.197  2.294  1.962
C  2.711  -0.013  0.133
C  2.106  3.126  -4.944
F  0.441  4.356  -0.399
C  -0.994  -0.559  0.536
C  0.939  5.324  -4.571
C  2.332  -5.176  -3.255
H  -6.850  0.303  5.098
O  1.942  4.107  -2.739
H  2.237  3.334  -6.007
H  -0.027  4.830  -4.430
H  -1.898  0.003  0.375
S  1.490  3.836  0.577
H  -4.793  0.453  3.768
H  2.822  -5.372  -4.211
H  3.507  -1.959  -2.746
H  -3.090  -2.175  0.510
H  2.905  -5.670  -2.466
H  -2.607  -0.118  2.975
O  0.968  3.963  1.895
H  -2.365  -3.571  1.301
H  -7.675  1.840  5.405
C  1.442  -0.709  0.484
C  -2.413  -2.492  1.301
C  2.233  -3.683  -2.981
O  5.419  -3.586  2.766
C  -6.700  1.373  5.262
F  3.426  -3.945  3.566
H  1.621  -3.212  -3.752
C  -2.989  -1.987  2.593
H  3.371  -1.595  2.475
H  4.209  -3.454  -2.145
C  0.253  -0.003  0.282
H  3.633  1.946  0.700
H  2.069  -3.870  -1.040
C  0.349  1.394  -0.220

The spin multiplicity is 1. The value obtained for the HOMO energy is -10.1 eV. The SMILES is O=C(O)Cc1cc(C(=O)NC(=O)F)c2c(c1)C(=O)C(S(=O)(=O)F)=CC2=O.CC(C)O.CC(C)O.CC(C)O. As for the molar mass: 567.6 g/mol.


# 5
# C14H13Cl3O

One molecule with the formula C14H13Cl3O (ωB97M-V with the def2-TZVPD basis set, the OMol25 dataset).

Geometry (Å):
H  3.672  -3.010  0.737
C  -1.243  0.040  0.506
Cl  3.858  -1.920  3.224
H  2.185  -0.699  -1.949
H  2.099  -3.445  0.133
C  2.258  -0.450  1.459
H  2.381  0.701  1.275
C  -3.021  2.301  -2.161
O  1.491  -1.058  3.584
H  3.228  -2.995  -1.028
C  -2.051  1.518  -1.514
H  3.856  -0.722  -1.251
H  0.445  0.349  -0.775
C  2.791  -0.404  -1.085
C  -4.386  2.027  -0.294
H  -1.124  1.398  -1.975
C  -3.460  1.115  0.402
C  2.446  -0.996  2.825
C  -4.155  2.578  -1.538
H  -2.850  2.913  -2.993
C  1.034  -0.980  0.780
H  -5.311  2.289  0.175
H  -3.613  0.893  1.433
Cl  -5.261  3.648  -2.287
C  0.054  -0.062  0.122
Cl  -1.774  -0.704  1.973
C  2.872  -2.766  -0.003
C  -2.235  0.912  -0.275
C  2.348  -1.246  0.087
H  2.816  0.693  -0.907
H  0.653  -1.919  1.321

The spin multiplicity is 1. The value obtained for the HOMO energy is -8.7 eV. The SMILES is CC1(C)[C@H](/C=C(\Cl)c2ccc(Cl)cc2)[C@H]1C(=O)Cl. For the relative energy (zero: lowest compared OMol25 entry of this formula, charge and spin), the calculation gives 2.0 kcal per mole. As for the molar mass: 303.6 g/mol.


# 6
# C12H12N6O9P

A 2-piece molecular cluster, C12H12N6O9P overall (ωB97M-V with the def2-TZVPD basis set, the OMol25 dataset).

Geometry (Å):
H  0.616  -2.839  2.395
C  -0.826  -4.466  2.250
H  -5.538  0.044  2.281
N  0.357  3.032  -4.211
H  -1.796  -4.661  1.795
N  3.625  -0.355  -1.546
H  -4.607  1.339  1.526
C  -4.586  0.577  2.305
H  -3.431  -0.873  1.136
C  1.149  2.447  -1.881
O  4.084  -1.048  -2.608
C  1.803  1.357  -3.979
C  2.707  0.619  -1.880
O  -2.184  0.377  2.139
H  -3.341  -1.113  2.894
C  1.971  1.599  -1.185
N  1.481  1.601  -5.287
O  -1.272  -2.086  2.491
C  0.456  0.024  2.910
H  0.388  -0.008  3.977
O  0.886  3.866  -0.081
C  1.285  0.795  2.314
O  -0.491  -0.683  0.449
N  0.459  3.510  -1.190
N  3.463  -0.528  -3.652
C  2.662  0.474  -3.261
H  -0.940  -4.627  3.322
C  -3.390  -0.343  2.105
O  0.602  2.611  -5.436
H  -0.123  -5.209  1.868
O  -0.527  4.041  -1.720
N  2.098  1.550  1.772
C  1.055  2.311  -3.313
H  2.037  1.676  -0.109
C  -0.380  -3.041  1.963
P  -0.905  -0.600  1.922
H  -4.512  1.103  3.258
O  1.976  0.939  -6.245
H  -0.311  -2.846  0.878
O  4.001  -0.565  -0.364

The spin multiplicity is 1. The value obtained for the HOMO energy is -3.7 eV. For the relative energy (zero: lowest compared OMol25 entry of this formula, charge and spin), the calculation gives 0.0 kcal per mole. As for the molar mass: 415.2 g/mol. Its charge is -1.